No. 1
Below is a 2-piece molecular cluster, C2H3N3OS overall in a non-equilibrium geometry, with properties calculated with wB97M-V/def2-TZVPD.

Each line ends with the Löwdin charge.
Cartesian coordinates (Å):
C (1.234, -0.991, -0.094)  -0.124
C (-0.940, -0.580, -0.161)  -0.754
H (-1.945, 1.524, 0.188)  0.198
H (1.813, 1.019, 0.418)  0.156
H (2.187, -1.541, -0.112)  0.131
N (-0.173, 0.554, 0.056)  -0.236
N (1.183, 0.306, 0.187)  0.140
N (-0.011, -1.637, -0.219)  0.084
O (-0.673, 1.831, -0.307)  -0.150
S (-2.676, -0.485, 0.044)  0.555

Computed properties:
Gap between HOMO and LUMO   8.9 eV
Total charge   0

No. 2
Below is a 2-piece molecular cluster, C2H3N3OS overall in a non-equilibrium geometry, with properties calculated with wB97M-V/def2-TZVPD.

Each line ends with the Löwdin charge.
Cartesian coordinates (Å):
H (0.083, -1.649, 1.465)  0.041
N (-0.903, -1.552, 1.245)  0.071
N (-1.164, -0.649, 0.441)  -0.165
N (-2.125, -0.024, 0.196)  -0.561
S (-3.256, 0.498, -0.707)  0.619
C (1.548, 0.170, -0.658)  -0.026
C (1.281, 1.413, -0.516)  -0.311
O (0.787, 2.392, -0.101)  0.147
H (1.451, -0.576, -1.507)  0.098
H (2.299, -0.022, 0.142)  0.088

Computed properties:
Gap between HOMO and LUMO   7.5 eV
Structure (SMILES)   [H]/N=N/N=S.C=C=O
Total charge   0

No. 3
Below is one molecule with the formula C2H3N3S2, with properties calculated with wB97M-V/def2-TZVPD.

Each line ends with the Löwdin charge.
Cartesian coordinates (Å):
S (-1.900, -1.052, -0.346)  0.758
C (-0.570, 0.089, -0.212)  -0.720
C (-0.556, 1.458, -0.164)  -0.169
N (0.724, 1.894, -0.253)  -0.002
N (1.525, 0.869, -0.311)  -0.019
N (0.752, -0.247, -0.290)  -0.555
S (1.509, -1.781, -0.309)  0.815
H (-1.837, -1.578, 0.932)  -0.101
H (-1.394, 2.156, -0.072)  0.110
H (1.746, -1.807, 1.025)  -0.117

Computed properties:
Gap between HOMO and LUMO   10.2 eV
Structure (SMILES)   Sc1cnnn1S
Total charge   0

No. 4
Below is C2H3N3S2 as an isolated structure in a non-equilibrium geometry, with properties calculated with wB97M-V/def2-TZVPD.

Each line ends with the Löwdin charge.
Cartesian coordinates (Å):
C (-0.894, -0.518, 0.454)  -0.644
C (-0.033, -0.593, -0.786)  -0.391
N (-0.184, -0.166, 1.498)  -0.056
N (0.929, 0.173, 1.059)  0.006
N (0.679, 0.628, -0.674)  -0.433
S (-2.017, 0.816, -0.006)  0.543
S (-0.313, 1.904, -0.670)  0.613
H (0.555, -1.409, -0.609)  0.077
H (-0.524, -0.654, -1.781)  0.128
H (1.803, -0.181, 1.517)  0.157

Computed properties:
Gap between HOMO and LUMO   8.1 eV
Total charge   0

No. 5
Below is an isolated ion of composition C2H3N4 and charge +1 in a non-equilibrium geometry, with properties calculated with wB97M-V/def2-TZVPD.

Each line ends with the Mulliken spin population.
Cartesian coordinates (Å):
C (-2.793, 0.712, 0.101)  1.153
C (-0.611, 0.663, 0.047)  0.007
N (-1.688, 1.363, 0.107)  0.023
N (-2.790, -0.515, -0.208)  0.157
N (-1.741, -1.097, 0.047)  0.581
N (0.655, 0.977, -0.068)  0.103
H (-1.691, -2.088, 0.269)  -0.013
H (0.949, 1.907, -0.318)  -0.007
H (1.308, 0.211, -0.145)  -0.004

Computed properties:
Expectation value of S²   2.027
Gap between HOMO and LUMO (alpha / beta)   8.1 / 8.8 eV
Total charge   +1
2S+1   3

No. 6
Below is an isolated ion of composition C2H3N4O and charge -1 in a non-equilibrium geometry, with properties calculated with wB97M-V/def2-TZVPD.

Each line ends with the Löwdin charge.
Cartesian coordinates (Å):
C (-0.971, 0.766, -0.052)  -0.592
C (1.372, -0.158, 0.007)  -0.122
N (-2.175, 0.378, -0.030)  -0.134
N (-2.711, -0.712, 0.006)  0.008
N (-0.426, -1.591, 0.038)  0.057
N (-0.010, -0.453, 0.094)  -0.297
O (-0.487, 1.927, -0.186)  -0.169
H (1.625, 1.030, 0.087)  0.122
H (1.988, -0.564, 0.879)  0.083
H (1.795, -0.623, -0.843)  0.045

Computed properties:
Gap between HOMO and LUMO (alpha / beta)   5.8 / 5.8 eV
Total charge   -1

No. 7
Below is an isolated ion of composition C2H3N4OS and charge -1 in a non-equilibrium geometry, with properties calculated with wB97M-V/def2-TZVPD.

Each line ends with the Löwdin charge.
Cartesian coordinates (Å):
O (-2.279, -0.727, 1.097)  -0.175
C (-1.671, -0.379, 0.101)  -0.442
N (0.114, -0.630, 0.353)  -0.174
N (0.658, -1.760, 0.637)  -0.011
N (1.962, -1.558, 0.595)  -0.054
C (2.153, -0.311, 0.300)  -0.904
S (3.733, 0.392, 0.105)  0.699
N (0.987, 0.316, 0.120)  0.032
H (-1.732, 0.787, 0.029)  0.088
H (-1.504, -0.914, -0.905)  0.084
H (3.405, 1.651, 0.518)  -0.142

Computed properties:
Gap between HOMO and LUMO   7.3 eV
Structure (SMILES)   [O-]Cn1nnc(S)n1
Total charge   -1

No. 8
Below is C2H3N5O as an isolated structure in a non-equilibrium geometry, with properties calculated with wB97M-V/def2-TZVPD.

Each line ends with the Löwdin charge.
Cartesian coordinates (Å):
C (-0.454, 1.166, 0.291)  -0.475
C (0.506, 0.028, 0.114)  -0.318
H (-2.654, 1.769, 0.124)  0.266
H (-2.277, 0.686, -1.151)  0.214
H (2.614, -1.997, 0.375)  0.170
N (-1.354, 1.593, -0.710)  0.006
N (0.184, -0.955, -0.918)  0.054
N (0.981, -1.905, -0.771)  0.004
N (1.671, -1.580, 0.280)  -0.055
N (1.401, -0.379, 0.837)  0.159
O (-0.619, 1.575, 1.529)  -0.026

Computed properties:
Gap between HOMO and LUMO   9.3 eV
Total charge   0

No. 9
Below is one molecule with the formula C2H3N5O in a non-equilibrium geometry, with properties calculated with wB97M-V/def2-TZVPD.

Each line ends with the Löwdin charge.
Cartesian coordinates (Å):
H (-1.724, 1.827, -0.140)  0.153
N (-1.647, 0.699, -0.043)  0.105
C (-0.445, 0.346, -0.206)  -0.361
C (0.862, 0.980, 0.053)  -0.087
N (1.928, 0.345, -0.015)  -0.009
N (2.095, -0.971, -0.067)  0.033
N (0.955, -1.507, -0.046)  0.036
N (-0.135, -0.992, -0.128)  -0.179
O (-1.200, -1.787, 0.047)  0.068
H (1.126, 2.042, 0.260)  0.127
H (-1.814, -0.982, 0.287)  0.113

Computed properties:
Gap between HOMO and LUMO   9.8 eV
Structure (SMILES)   [H]/N=c1\cnnnn1O
Total charge   0

No. 10
Below is one molecule with the formula C2H3N5O in a non-equilibrium geometry, with properties calculated with wB97M-V/def2-TZVPD.

Each line ends with the Löwdin charge.
Cartesian coordinates (Å):
H (-0.744, 0.266, -2.627)  0.034
N (-1.268, -0.563, -2.265)  0.067
C (-0.833, -1.076, -1.006)  -0.150
N (0.066, -0.341, -0.219)  -0.166
N (0.917, 0.616, -0.573)  0.004
N (1.222, 1.441, 0.249)  0.093
C (0.567, 1.114, 1.501)  -0.347
O (0.970, 1.927, 2.448)  0.008
N (-0.074, -0.189, 1.282)  0.133
H (-1.140, -2.075, -0.407)  0.157
H (0.317, -1.120, 1.617)  0.168

Computed properties:
Gap between HOMO and LUMO   9.0 eV
Structure (SMILES)   [H]/N=C\n1nnc(=O)[nH]1
Total charge   0

No. 11
Below is one molecule with the formula C2H3N5O in a non-equilibrium geometry, with properties calculated with wB97M-V/def2-TZVPD.

Each line ends with the Löwdin charge.
Cartesian coordinates (Å):
H (-1.787, 3.145, 0.778)  0.002
N (-0.872, 2.768, 0.857)  0.060
C (-0.986, 1.432, 0.813)  -0.242
N (0.330, 0.759, 0.720)  0.115
C (0.535, -0.410, 0.267)  -0.380
N (1.779, -1.038, 0.145)  0.054
N (1.869, -1.938, -0.641)  0.029
N (0.662, -2.107, -1.188)  0.016
O (-0.195, -0.962, -0.811)  0.021
H (-2.012, 0.706, 1.223)  0.186
H (0.675, -2.355, -2.165)  0.139

Computed properties:
Gap between HOMO and LUMO   8.9 eV
Structure (SMILES)   [H]/N=C/N=c1/nn[nH]o1
Total charge   0

No. 12
Below is a 2-piece molecular cluster, C2H3NO overall in a non-equilibrium geometry, with properties calculated with wB97M-V/def2-TZVPD.

Each line ends with the Löwdin charge.
Cartesian coordinates (Å):
C (-1.319, -0.323, 1.547)  0.161
C (-0.149, -0.490, 1.148)  -0.390
N (0.565, 0.250, -1.631)  0.142
O (0.851, -0.713, 0.516)  0.049
H (-2.140, 0.145, 2.030)  0.021
H (1.387, -0.153, -2.088)  -0.010
H (0.805, 1.285, -1.522)  0.027

Computed properties:
Gap between HOMO and LUMO (alpha / beta)   5.7 / 5.7 eV
Total charge   0

No. 13
Below is one molecule with the formula C2H3NO in a non-equilibrium geometry, with properties calculated with wB97M-V/def2-TZVPD.

Each line ends with the Löwdin charge.
Cartesian coordinates (Å):
O (-1.278, 0.276, 0.016)  -0.001
C (0.126, -0.802, -0.059)  -0.043
C (1.236, 0.081, -0.085)  -0.353
N (2.147, 0.800, 0.007)  0.118
H (-0.945, 1.181, 0.162)  0.120
H (-0.102, -1.259, -1.018)  0.047
H (-1.256, -0.187, 0.897)  0.113

Computed properties:
Gap between HOMO and LUMO   8.9 eV
Total charge   0

No. 14
Below is C2H3NO2 as an isolated structure in a non-equilibrium geometry, with properties calculated with wB97M-V/def2-TZVPD.

Each line ends with the Löwdin charge.
Cartesian coordinates (Å):
O (1.498, -1.917, 0.117)  0.075
C (1.026, -0.932, -0.286)  -0.107
N (-0.378, -0.279, 0.618)  0.055
C (-0.683, 0.817, -0.023)  -0.320
O (-0.038, 1.136, -1.079)  -0.031
H (0.724, 0.208, -1.048)  0.085
H (-0.887, -0.513, 1.461)  0.107
H (-1.476, 1.495, 0.308)  0.136

Computed properties:
Gap between HOMO and LUMO   10.1 eV
Total charge   0

No. 15
Below is one molecule with the formula C2H3NO2 in a non-equilibrium geometry, with properties calculated with wB97M-V/def2-TZVPD.

Each line ends with the Löwdin charge.
Cartesian coordinates (Å):
C (0.204, -0.146, -0.114)  -0.017
C (1.544, -0.434, 0.373)  -0.567
O (1.852, -1.132, 1.278)  0.147
N (2.459, 0.482, -0.172)  0.054
O (3.075, 0.191, -1.196)  0.057
H (0.286, -0.262, -1.226)  0.103
H (-0.610, -0.823, 0.282)  0.116
H (-0.118, 0.919, 0.011)  0.107

Computed properties:
Gap between HOMO and LUMO   8.8 eV
Structure (SMILES)   CC(=O)N=O
Total charge   0

No. 16
Below is one molecule with the formula C2H3NO2 in a non-equilibrium geometry, with properties calculated with wB97M-V/def2-TZVPD.

Each line ends with the Löwdin charge.
Cartesian coordinates (Å):
O (-2.365, -0.132, -0.136)  0.091
C (-1.164, 0.009, -0.085)  -0.316
N (-0.158, 0.998, 0.255)  0.115
C (0.313, -0.216, -0.393)  -0.340
O (1.194, -1.101, 0.160)  0.012
H (0.250, 1.945, 0.589)  0.168
H (0.737, -0.155, -1.474)  0.170
H (1.193, -1.347, 1.083)  0.100

Computed properties:
Gap between HOMO and LUMO   10.6 eV
Structure (SMILES)   O=C1N[C@H]1O
Total charge   0

No. 17
Below is one molecule with the formula C2H3NO2, with properties calculated with wB97M-V/def2-TZVPD.

Each line ends with the Löwdin charge.
Cartesian coordinates (Å):
O (-2.199, 0.739, -0.126)  0.060
C (-1.080, 0.399, -0.418)  -0.298
N (-0.128, -0.013, 0.508)  0.088
C (1.140, -0.376, 0.097)  -0.317
O (1.504, -0.356, -1.053)  0.044
H (-0.646, 0.362, -1.427)  0.139
H (-0.377, -0.064, 1.487)  0.149
H (1.785, -0.692, 0.933)  0.135

Computed properties:
Gap between HOMO and LUMO   11.0 eV
Structure (SMILES)   O=CNC=O
Total charge   0

No. 18
Below is one molecule with the formula C2H3NO2, with properties calculated with wB97M-V/def2-TZVPD.

Each line ends with the Löwdin charge.
Cartesian coordinates (Å):
N (1.069, 0.463, 0.281)  0.176
C (0.232, -0.556, 0.022)  -0.524
O (0.524, -1.730, 0.021)  0.070
C (-1.185, -0.072, -0.285)  -0.155
O (-1.499, 1.086, -0.291)  0.082
H (0.714, 1.406, 0.253)  0.102
H (2.036, 0.294, 0.500)  0.119
H (-1.890, -0.891, -0.501)  0.130

Computed properties:
Gap between HOMO and LUMO   9.9 eV
Structure (SMILES)   NC(=O)C=O
Total charge   0

No. 19
Below is a 2-piece molecular cluster, C2H3NO2 overall in a non-equilibrium geometry, with properties calculated with wB97M-V/def2-TZVPD.

Each line ends with the Löwdin charge.
Cartesian coordinates (Å):
O (-1.193, -0.384, 2.467)  -0.003
N (-0.911, 0.088, 1.387)  -0.138
O (-1.560, 1.201, 1.096)  -0.024
H (-2.264, 1.402, 1.895)  0.193
C (1.223, -0.210, -1.315)  0.026
C (1.772, -0.913, -2.106)  0.029
H (0.754, 0.224, -0.554)  -0.057
H (2.178, -1.409, -2.870)  -0.026

Computed properties:
Gap between HOMO and LUMO   10.5 eV
Structure (SMILES)   O=NO.C#C
Total charge   0

No. 20
Below is a 2-piece molecular cluster, C2H3NO2 overall in a non-equilibrium geometry, with properties calculated with wB97M-V/def2-TZVPD.

Each line ends with the Löwdin charge.
Cartesian coordinates (Å):
C (0.617, -0.783, -0.251)  -0.127
C (0.586, 0.341, 0.638)  -0.116
N (-2.067, 1.244, 0.265)  0.100
O (-2.316, 0.561, -0.673)  -0.054
O (1.238, 0.467, -0.527)  -0.022
H (1.257, -1.531, -0.054)  0.069
H (-0.274, -0.803, -0.926)  0.106
H (0.959, 0.504, 1.528)  0.043

Computed properties:
Gap between HOMO and LUMO (alpha / beta)   8.1 / 8.4 eV
Total charge   0